1.
The following is a quantum chemistry calculation of a molecular structure, CoHO3S in a non-equilibrium geometry, from OMol25.

Results
Gap between HOMO and LUMO (alpha / beta) ... 9.55 / 8.22 eV
Multiplicity ... 6
<S²> ... 8.77
Total charge ... +1
HOMO level (alpha / beta) ... -14.29 / -17.60 eV

Last column: natural (NBO) charge in e.
CARTESIAN COORDINATES (ANGSTROEM)
1 S 1.44 0.30 1.72  1.34
2 O 1.01 -0.98 0.96  -0.92
3 O -1.33 -0.07 -1.53  -0.78
4 Co -0.01 0.08 -0.39  1.77
5 O 0.87 1.42 0.80  -0.93
6 H -1.98 -0.76 -1.56  0.52

---

2.
The following is a quantum chemistry calculation of a molecular structure, Cr2F4H20O14P2 in a non-equilibrium geometry, from OMol25.

Results
Gap between HOMO and LUMO (alpha / beta) ... 3.82 / 5.43 eV
Multiplicity ... 7
<S²> ... 12.05
Total charge ... +4
HOMO level (alpha / beta) ... -20.98 / -20.98 eV
ΔE to the lowest compared entry with this formula, charge and spin ... 0.0405 eV

Last column: natural (NBO) charge in e.
CARTESIAN COORDINATES (ANGSTROEM)
1 Cr -3.18 1.03 -0.01  1.99
2 Cr 0.81 -2.81 0.83  1.97
3 O -1.16 0.91 0.04  -1.10
4 P 0.28 0.54 -0.04  2.75
5 O 0.68 -0.87 0.18  -1.08
6 F 1.05 1.51 0.82  -0.52
7 F 0.67 0.85 -1.47  -0.53
8 O -2.92 -0.87 0.00  -1.09
9 P -2.54 -2.31 0.14  2.77
10 O -1.12 -2.58 0.52  -1.13
11 F -2.85 -2.96 -1.16  -0.49
12 F -3.44 -2.95 1.14  -0.49
13 O -2.56 2.24 -1.54  -0.95
14 H -2.75 2.25 -2.50  0.58
15 H -1.79 2.83 -1.40  0.57
16 O 0.89 -3.08 -1.12  -0.91
17 H 0.34 -3.74 -1.57  0.56
18 H 1.27 -2.49 -1.84  0.59
19 O 1.69 -1.30 -3.22  -0.99
20 H 2.25 -1.74 -3.88  0.53
21 H 2.15 -0.47 -3.05  0.51
22 O 3.02 2.71 -1.80  -0.93
23 H 2.11 2.49 -1.65  0.43
24 H 3.00 3.59 -2.20  0.50
25 O -2.77 1.16 1.99  -0.92
26 H -3.31 0.87 2.75  0.56
27 H -1.92 1.44 2.36  0.56
28 O -0.67 -0.87 2.75  -0.99
29 H -1.21 -1.51 3.23  0.51
30 H -0.38 -0.25 3.43  0.50
31 O 2.83 0.29 2.93  -0.96
32 H 3.47 0.78 3.46  0.55
33 H 2.17 0.95 2.67  0.49
34 O -1.47 -0.66 -2.58  -1.00
35 H -0.67 -0.27 -2.95  0.50
36 H -1.66 -1.40 -3.17  0.51
37 O 2.42 -1.92 1.72  -0.97
38 H 2.53 -1.14 2.37  0.57
39 H 3.34 -2.18 1.50  0.56
40 O 0.14 3.90 0.58  -0.98
41 H 0.76 3.25 0.93  0.46
42 H 0.50 4.76 0.80  0.52

---

3.
The following is a quantum chemistry calculation of a molecular structure, CrI in a non-equilibrium geometry, from OMol25.

Results
Gap between HOMO and LUMO (alpha / beta) ... 6.67 / 7.00 eV
Multiplicity ... 6
<S²> ... 8.76
HOMO level (alpha / beta) ... -8.22 / -8.46 eV

Last column: natural (NBO) charge in e.
CARTESIAN COORDINATES (ANGSTROEM)
1 Cr -0.24 -0.90 -1.09  0.76
2 I 0.24 0.90 1.09  -0.76